Below is a 4-piece molecular cluster, C42H48Cl2N3O15P3S overall at a distorted geometry, with properties calculated with ωB97M-V/def2-TZVPD.

Results
Highest occupied orbital energy = -7.2377 eV
Total charge = 0
Structure (SMILES) = C=Cc1c2c(c(CCCC)c(CCCCS(=O)(=O)Cl)c1P(O)Cl)C(=O)C(CCCOC)=C(PP(=O)(O)O)C2=O.O=[N+]([O-])c1ccccc1.O=[N+]([O-])c1ccccc1.O=[N+]([O-])c1ccccc1

The geometry in XYZ format:
```
114
Properties=species:S:1:pos:R:3:mulliken_charge:R:1
C -2.257 0.079 6.432 -0.54
C -2.298 0.658 5.106 -0.74
C -3.097 -0.069 3.944 0.62
C -2.318 -1.065 3.051 0.05
C -3.077 -1.767 1.866 0.34
C -4.572 -1.508 1.585 -0.62
C -5.240 -2.294 0.371 1.15
C -5.736 -3.727 0.954 -0.71
C -7.338 -3.846 1.025 -0.48
C -8.034 -3.625 -0.406 -0.77
C -5.301 -0.492 2.516 0.26
C -6.854 -0.210 2.148 -0.50
C -6.819 1.077 1.137 -0.76
C -7.309 0.731 -0.357 -0.24
C -6.235 1.152 -1.492 -0.80
S -6.177 0.014 -2.946 0.97
O -5.271 0.651 -3.990 -0.59
O -5.615 -1.346 -2.652 -0.48
Cl -8.036 -0.266 -3.853 -0.20
C -4.591 0.250 3.709 1.20
P -5.661 1.462 4.671 0.12
O -4.781 2.294 5.876 -0.41
Cl -7.054 0.262 5.766 -0.29
C -2.166 -2.747 0.966 -0.28
O -2.583 -3.817 0.465 -0.57
C -0.654 -2.213 0.775 -0.62
C -0.036 -2.421 -0.687 -0.26
C -0.891 -1.549 -1.717 -0.11
C -0.125 -0.341 -2.423 -0.74
O 1.297 -0.291 -2.207 -0.13
C 2.070 -0.502 -3.411 -0.58
C 0.044 -1.564 1.843 0.73
P 1.791 -0.913 1.551 0.00
P 2.263 0.791 2.825 1.04
O 1.805 0.662 4.276 -0.68
O 1.682 2.298 2.222 -0.50
O 3.991 0.904 2.879 -0.43
C -0.753 -1.400 3.239 0.13
O -0.238 -1.556 4.361 -0.50
H -2.982 0.488 7.209 0.15
H -1.557 -0.770 6.751 0.26
H -1.699 1.620 4.922 0.26
H -6.089 -1.662 -0.041 -1.25
H -4.510 -2.533 -0.479 0.39
H -5.283 -4.605 0.357 0.38
H -5.345 -3.874 2.031 0.29
H -7.626 -4.910 1.368 0.39
H -7.768 -3.136 1.825 0.23
H -9.104 -3.254 -0.243 0.26
H -8.092 -4.602 -1.012 0.34
H -7.508 -2.865 -1.078 0.06
H -7.462 0.129 3.050 0.23
H -7.320 -1.070 1.566 -0.23
H -5.729 1.449 1.036 0.37
H -7.406 1.936 1.599 0.38
H -8.232 1.400 -0.551 0.47
H -7.691 -0.344 -0.489 0.19
H -6.544 2.184 -1.904 0.42
H -5.174 1.304 -1.072 0.39
H -4.960 1.787 6.711 0.28
H -0.239 -3.530 -0.945 0.26
H 1.091 -2.293 -0.736 0.25
H -1.816 -1.099 -1.189 -0.02
H -1.318 -2.257 -2.510 0.37
H -0.636 0.648 -2.142 0.29
H -0.290 -0.447 -3.563 0.33
H 1.740 0.122 -4.307 0.31
H 3.148 -0.172 -3.182 0.08
H 2.139 -1.636 -3.655 0.31
H 1.734 -0.345 0.213 0.07
H 2.486 2.878 2.263 0.28
H 4.230 1.071 1.930 0.20
C 7.075 -5.076 -2.180 -0.39
C 6.577 -3.833 -1.802 -0.62
C 5.247 -3.511 -2.049 -0.11
C 4.422 -4.446 -2.671 0.04
C 4.916 -5.690 -3.059 -0.43
C 6.248 -6.002 -2.811 -0.44
N 3.015 -4.121 -2.910 1.05
O 2.621 -3.012 -2.572 -0.54
O 2.312 -4.976 -3.428 -0.62
H 8.113 -5.326 -1.981 0.37
H 7.226 -3.115 -1.313 0.39
H 4.871 -2.539 -1.749 0.48
H 4.282 -6.420 -3.548 0.44
H 6.643 -6.968 -3.106 0.37
C 5.943 5.699 4.192 -0.40
C 5.752 6.175 2.898 -0.52
C 5.747 5.292 1.825 -0.26
C 5.932 3.930 2.060 0.08
C 6.131 3.448 3.352 -0.14
C 6.137 4.340 4.419 -0.58
N 5.902 2.992 0.936 1.15
O 5.742 3.450 -0.186 -0.58
O 6.034 1.801 1.184 -0.69
H 5.941 6.392 5.029 0.38
H 5.603 7.236 2.728 0.38
H 5.597 5.675 0.822 0.41
H 6.280 2.391 3.543 0.39
H 6.289 3.975 5.430 0.38
C 6.376 5.613 -4.259 -0.52
C 6.171 5.304 -5.602 -0.39
C 5.451 4.166 -5.953 -0.52
C 4.937 3.349 -4.949 -0.04
C 5.143 3.648 -3.605 -0.29
C 5.866 4.785 -3.263 -0.22
N 4.156 2.163 -5.303 1.01
O 4.000 1.909 -6.488 -0.61
O 3.704 1.497 -4.383 -0.61
H 6.934 6.504 -3.989 0.38
H 6.572 5.951 -6.375 0.37
H 5.299 3.936 -7.001 0.44
H 4.748 3.014 -2.819 0.59
H 6.030 5.029 -2.219 0.36
```